(1)
{"formula": "C32H20BrF2N5O7P", "method": "ωB97M-V with the def2-TZVPD basis set", "total_charge": 1, "largest_force_ev_per_a": 3.11, "gap_ha": 0.2714, "spin_multiplicity": 1, "elements": ["O", "C", "F", "N", "C", "O", "F", "C", "N", "C", "N", "P", "O", "Br", "N", "N", "H", "H", "H", "H", "C", "C", "C", "C", "C", "C", "C", "O", "C", "C", "C", "C", "C", "C", "C", "O", "H", "H", "H", "H", "H", "H", "H", "H", "C", "C", "C", "C", "C", "C", "C", "O", "C", "C", "C", "C", "C", "C", "C", "O", "H", "H", "H", "H", "H", "H", "H", "H"], "xyz": [[-0.480, 2.477, -1.008], [-0.497, 1.522, -0.317], [-1.593, 1.158, 0.316], [0.684, 0.681, -0.103], [0.291, -0.658, -0.550], [0.718, -1.104, -1.560], [-0.613, -1.284, 0.157], [1.040, 0.771, 1.253], [1.617, -0.117, 2.060], [1.681, 0.529, 3.231], [2.188, -0.085, 4.291], [2.298, 0.601, 5.913], [3.290, 1.892, 5.748], [3.634, -0.907, 6.837], [1.208, 1.765, 3.170], [0.816, 1.898, 1.880], [2.495, -1.035, 4.123], [2.777, 2.678, 5.960], [1.152, 2.476, 3.876], [0.403, 2.772, 1.586], [1.451, -4.046, 0.406], [1.297, -3.255, 1.542], [1.710, -3.726, 2.774], [2.269, -4.989, 2.888], [2.402, -5.792, 1.756], [2.001, -5.313, 0.514], [2.957, -7.172, 1.866], [3.077, -7.867, 0.882], [3.350, -7.671, 3.212], [3.817, -8.971, 3.345], [4.199, -9.445, 4.589], [4.125, -8.618, 5.705], [3.655, -7.322, 5.581], [3.258, -6.846, 4.338], [2.725, -5.465, 4.224], [2.655, -4.733, 5.192], [1.137, -3.677, -0.562], [0.864, -2.284, 1.474], [1.593, -3.112, 3.659], [2.117, -5.932, -0.364], [3.878, -9.613, 2.478], [4.557, -10.460, 4.691], [4.430, -8.989, 6.674], [3.593, -6.681, 6.449], [-4.723, 8.322, -7.462], [-4.929, 8.992, -6.261], [-4.657, 8.364, -5.058], [-4.187, 7.056, -5.050], [-4.002, 6.375, -6.257], [-4.261, 7.017, -7.461], [-3.545, 4.959, -6.269], [-3.378, 4.366, -7.313], [-3.303, 4.281, -4.964], [-2.929, 2.943, -4.952], [-2.689, 2.305, -3.747], [-2.813, 3.004, -2.550], [-3.190, 4.334, -2.558], [-3.445, 4.975, -3.763], [-3.882, 6.400, -3.752], [-3.990, 7.004, -2.704], [-4.929, 8.818, -8.401], [-5.301, 10.008, -6.265], [-4.812, 8.886, -4.125], [-4.106, 6.493, -8.394], [-2.831, 2.403, -5.883], [-2.403, 1.260, -3.740], [-2.628, 2.511, -1.618], [-3.291, 4.878, -1.628]], "forces_ev_per_angstrom": [[0.56, -0.39, 0.60], [0.45, 1.73, -1.62], [0.05, -0.65, 0.47], [-1.80, -0.98, 1.64], [1.59, -1.02, -2.47], [-0.30, 0.46, 0.97], [-0.29, 0.43, 0.78], [0.53, -0.97, -0.22], [-0.84, 0.72, -1.45], [1.09, -1.85, 0.88], [0.67, 0.33, 0.72], [-0.41, -0.05, 1.00], [-0.08, -0.65, -0.75], [-0.35, 0.38, -0.60], [0.17, -0.28, 0.09], [-0.88, 2.54, 0.25], [0.14, -0.04, -0.10], [0.13, 0.29, 0.34], [-0.10, 0.27, -0.11], [0.02, 0.01, -0.26], [0.01, -0.02, 0.13], [0.21, -0.63, -0.10], [-0.05, 0.28, -0.10], [0.05, -0.15, -0.03], [-0.03, 0.09, 0.07], [-0.06, 0.12, -0.10], [0.07, -0.25, -0.18], [-0.02, 0.03, -0.02], [-0.05, 0.15, 0.10], [0.06, -0.15, 0.04], [-0.01, 0.07, 0.06], [0.00, -0.04, -0.06], [0.04, -0.09, 0.12], [-0.02, -0.02, -0.15], [0.03, 0.08, 0.32], [0.01, 0.07, -0.05], [-0.01, -0.01, -0.03], [-0.12, 0.21, 0.05], [0.00, -0.15, 0.11], [0.04, -0.10, 0.07], [-0.03, 0.09, -0.08], [0.01, 0.00, 0.00], [0.00, 0.00, 0.00], [-0.06, 0.09, -0.06], [-0.01, 0.03, 0.07], [0.02, -0.05, -0.06], [-0.05, 0.15, -0.03], [0.02, -0.13, -0.10], [0.00, 0.03, 0.17], [-0.05, 0.10, -0.12], [0.02, -0.07, -0.30], [0.01, -0.03, 0.02], [-0.03, 0.07, 0.14], [0.08, -0.17, 0.03], [0.00, 0.07, 0.08], [-0.30, 0.12, -0.51], [0.05, -0.13, 0.15], [0.03, -0.03, -0.15], [-0.06, 0.23, 0.21], [0.02, -0.04, 0.02], [0.00, 0.00, 0.00], [0.01, 0.01, 0.00], [0.05, -0.09, 0.07], [0.02, -0.11, 0.06], [-0.02, 0.11, -0.08], [-0.02, 0.00, -0.02], [-0.17, -0.10, 0.18], [-0.07, 0.12, -0.07]], "lowdin_charge": [0.244, -0.477, 0.196, 0.201, -0.468, 0.251, 0.191, -0.266, 0.262, -0.402, -0.109, 0.503, -0.345, 0.379, 0.182, 0.162, 0.088, 0.040, 0.177, 0.200, -0.038, -0.073, -0.012, -0.080, -0.072, 0.016, -0.274, 0.121, -0.081, 0.005, -0.045, -0.048, 0.000, -0.086, -0.275, 0.086, 0.101, 0.044, 0.101, 0.126, 0.124, 0.112, 0.111, 0.121, -0.049, -0.051, 0.000, -0.085, -0.083, 0.002, -0.276, 0.114, -0.076, 0.005, -0.052, -0.079, 0.004, -0.078, -0.277, 0.105, 0.110, 0.110, 0.121, 0.123, 0.123, 0.106, 0.067, 0.120]}

(2)
{"formula": "C32H20Cl2N6O5Ru", "method": "ωB97M-V with the def2-TZVPD basis set", "total_charge": -1, "largest_force_ev_per_a": 3.22, "gap_ha": [0.2210, 0.2169], "e_above_lowest_ev": 1.314, "s_squared": 0.76, "spin_multiplicity": 2, "elements": ["Ru", "Cl", "C", "C", "C", "N", "C", "O", "C", "C", "C", "C", "C", "N", "C", "C", "C", "Cl", "N", "C", "O", "C", "C", "C", "C", "C", "N", "H", "H", "H", "H", "H", "H", "H", "H", "H", "H", "O", "C", "C", "C", "C", "C", "C", "C", "O", "N", "N", "C", "C", "C", "C", "C", "C", "C", "O", "H", "H", "H", "H", "H", "H", "H", "H", "H", "H"], "xyz": [[0.197, 0.131, -0.279], [2.171, -5.305, -4.036], [1.923, -3.706, -3.435], [1.247, -3.519, -2.247], [1.050, -2.223, -1.742], [0.470, -1.928, -0.550], [0.515, -2.874, 0.456], [1.328, -3.800, 0.483], [-0.508, -2.736, 1.495], [-0.610, -3.727, 2.485], [-1.620, -3.646, 3.412], [-2.509, -2.571, 3.331], [-2.332, -1.638, 2.324], [-1.365, -1.708, 1.425], [1.471, -1.104, -2.538], [2.174, -1.328, -3.734], [2.412, -2.610, -4.161], [3.322, -2.857, -5.603], [1.157, 0.092, -2.023], [1.477, 1.300, -2.626], [2.077, 1.436, -3.703], [1.015, 2.434, -1.864], [1.168, 3.728, -2.394], [0.748, 4.818, -1.689], [0.147, 4.588, -0.430], [0.008, 3.301, 0.028], [0.428, 2.223, -0.636], [0.887, -4.376, -1.701], [0.101, -4.539, 2.469], [-1.736, -4.394, 4.183], [-3.329, -2.469, 4.024], [-3.005, -0.794, 2.239], [2.528, -0.480, -4.297], [1.632, 3.801, -3.367], [0.866, 5.822, -2.073], [-0.198, 5.407, 0.180], [-0.458, 3.136, 0.990], [-3.836, -0.806, -2.156], [-4.562, -0.064, -1.303], [-5.949, -0.091, -1.414], [-6.738, 0.663, -0.563], [-6.153, 1.455, 0.418], [-4.784, 1.467, 0.564], [-3.962, 0.709, -0.282], [-2.529, 0.655, -0.075], [-1.748, 0.212, -1.038], [-2.065, 1.029, 1.104], [-0.791, 0.765, 1.318], [-0.270, 1.100, 2.501], [1.098, 1.089, 2.822], [1.506, 1.574, 4.085], [2.829, 1.616, 4.465], [3.819, 1.150, 3.605], [3.466, 0.642, 2.370], [2.130, 0.607, 1.930], [1.919, 0.113, 0.752], [-2.884, -0.628, -1.961], [-6.382, -0.714, -2.183], [-7.814, 0.636, -0.664], [-6.770, 2.063, 1.066], [-4.310, 2.061, 1.330], [-0.981, 1.420, 3.258], [0.743, 1.938, 4.762], [3.096, 2.002, 5.439], [4.857, 1.180, 3.900], [4.201, 0.243, 1.688]], "forces_ev_per_angstrom": [[2.08, 1.68, -1.29], [-0.03, -0.39, 0.02], [0.14, 0.74, -0.33], [-0.02, 0.33, 0.06], [1.06, 0.22, -1.54], [-1.21, -0.48, 1.95], [1.40, 0.55, -1.91], [-0.58, -0.05, 0.42], [-1.27, 0.14, 1.31], [0.37, 0.23, -0.53], [-0.53, 0.49, 0.10], [0.30, -0.39, 0.05], [-0.21, -0.28, 0.37], [0.11, -1.19, 0.03], [0.48, -2.79, -0.97], [-0.30, 0.34, 0.45], [-0.30, -0.78, 0.44], [0.25, 0.01, -0.44], [-0.27, 2.73, -0.02], [0.58, -3.03, -0.83], [-0.49, 0.42, 0.85], [-1.03, 2.13, 1.78], [0.25, -1.14, -0.13], [-0.70, 0.00, 1.41], [0.59, 0.53, -1.16], [-0.01, -0.26, 0.37], [0.47, 0.34, -1.66], [0.10, 0.03, -0.01], [0.08, -0.01, 0.02], [0.02, -0.07, 0.04], [-0.09, 0.02, 0.10], [-0.04, 0.10, -0.02], [0.00, -0.15, -0.04], [0.03, -0.03, -0.02], [-0.01, 0.04, -0.02], [-0.09, 0.09, 0.07], [0.00, -0.17, -0.04], [-0.07, 0.04, -0.02], [0.47, 0.17, 0.31], [-0.24, 0.04, 0.01], [0.22, -0.11, -0.14], [-0.21, 0.12, 0.11], [0.26, -0.22, -0.30], [-1.05, 0.02, -0.32], [2.04, 0.01, 0.33], [-0.27, 0.11, 0.90], [-2.75, 0.23, -0.08], [1.98, 0.26, 2.53], [-2.03, -0.45, -2.14], [1.86, -0.39, -0.02], [0.05, -0.11, -0.34], [-0.28, 0.20, 0.45], [-0.29, -0.31, -0.70], [0.38, 0.19, 0.54], [-0.67, 0.13, 0.23], [-0.39, -0.07, -0.19], [-0.10, -0.05, -0.03], [-0.04, -0.03, -0.05], [-0.08, -0.01, -0.04], [-0.03, 0.00, 0.04], [0.05, 0.02, 0.07], [-0.07, 0.21, -0.10], [-0.09, 0.02, 0.07], [-0.01, 0.05, 0.05], [0.13, -0.02, 0.04], [0.11, 0.00, -0.07]], "lowdin_spin": [0.782, 0.001, 0.002, 0.000, 0.001, 0.005, 0.007, 0.015, 0.000, 0.002, 0.000, 0.002, 0.000, 0.002, -0.003, 0.003, -0.001, -0.001, 0.022, 0.023, 0.048, -0.001, 0.002, -0.002, 0.003, -0.001, 0.003, 0.000, 0.000, 0.000, 0.000, 0.000, 0.001, 0.000, 0.000, 0.000, 0.000, 0.001, 0.000, 0.000, 0.000, 0.000, 0.000, 0.000, 0.001, 0.017, 0.001, 0.011, 0.000, 0.002, -0.002, 0.002, -0.002, 0.002, 0.001, 0.048, 0.000, 0.000, 0.000, 0.000, 0.000, 0.001, 0.000, 0.000, 0.000, 0.000]}

(3)
{"formula": "C32H21IN2O8PtS3", "method": "ωB97M-V with the def2-TZVPD basis set", "largest_force_ev_per_a": 1.43, "gap_ha": 0.2349, "e_above_lowest_ev": 0.000, "spin_multiplicity": 1, "elements": ["Pt", "C", "C", "N", "C", "C", "C", "O", "C", "C", "N", "C", "C", "C", "C", "C", "C", "I", "C", "O", "H", "H", "H", "H", "H", "H", "H", "H", "H", "H", "H", "H", "O", "C", "C", "O", "C", "C", "O", "C", "O", "O", "O", "C", "C", "C", "C", "C", "S", "C", "C", "C", "C", "S", "C", "C", "C", "C", "S", "H", "H", "H", "H", "H", "H", "H", "H", "H"], "xyz": [[0.336, -0.249, 0.400], [-4.124, -0.882, -0.383], [-3.174, -1.923, -0.888], [-3.589, -2.799, -1.775], [-2.747, -3.750, -2.215], [-1.450, -3.881, -1.780], [-0.585, -4.991, -2.314], [-0.161, -5.902, -1.302], [-0.970, -2.939, -0.843], [0.361, -3.068, -0.289], [1.013, -2.138, 0.322], [2.293, -2.479, 0.851], [2.392, -3.444, 1.842], [3.631, -3.770, 2.369], [4.770, -3.132, 1.905], [4.676, -2.176, 0.903], [3.440, -1.849, 0.373], [3.300, -0.481, -1.197], [-1.833, -1.927, -0.398], [-1.490, -1.044, 0.499], [-5.035, -0.907, -0.974], [-3.669, 0.110, -0.429], [-4.366, -1.064, 0.667], [-3.148, -4.434, -2.954], [0.333, -4.596, -2.753], [-1.126, -5.518, -3.105], [-0.946, -6.278, -0.889], [0.847, -4.035, -0.390], [1.489, -3.910, 2.214], [3.703, -4.515, 3.150], [5.739, -3.376, 2.320], [5.566, -1.687, 0.530], [2.045, 4.145, 4.631], [1.934, 3.076, 4.070], [2.327, 2.725, 2.730], [3.036, 3.631, 1.968], [1.877, 1.481, 2.297], [1.192, 0.824, 3.476], [0.671, -0.255, 3.509], [1.277, 1.818, 4.638], [0.901, 1.631, 5.757], [1.997, 0.984, 1.146], [-0.615, 1.560, 0.350], [-0.642, 2.356, -0.793], [-2.012, 2.975, -0.958], [-3.025, 2.941, -0.049], [-4.166, 3.674, -0.479], [-3.981, 4.254, -1.695], [-2.436, 3.900, -2.344], [0.344, 3.319, -0.194], [-0.050, 4.194, 0.897], [0.977, 4.801, 1.488], [2.327, 4.363, 1.014], [1.983, 3.341, -0.498], [-0.261, 1.656, -2.083], [-0.937, 0.566, -2.548], [-0.441, 0.086, -3.785], [0.594, 0.836, -4.252], [0.968, 2.123, -3.191], [-2.943, 2.398, 0.882], [-5.080, 3.760, 0.089], [-4.678, 4.854, -2.257], [-1.091, 4.302, 1.162], [0.911, 5.470, 2.336], [2.984, 5.176, 0.707], [-1.787, 0.144, -2.030], [-0.836, -0.777, -4.300], [1.161, 0.705, -5.159]], "forces_ev_per_angstrom": [[-0.48, 0.49, 1.26], [0.04, 0.02, -0.02], [0.02, -0.06, -0.04], [-0.10, 0.10, 0.02], [0.11, -0.08, 0.01], [-0.02, 0.01, -0.07], [-0.03, 0.00, 0.00], [0.00, -0.03, 0.00], [-0.01, 0.04, 0.00], [-0.03, 0.06, 0.03], [0.07, 0.12, -0.20], [0.15, 0.03, 0.01], [0.01, 0.07, 0.06], [-0.01, -0.01, 0.01], [0.02, 0.01, 0.00], [0.02, 0.02, 0.00], [-0.14, 0.08, -0.02], [0.31, -0.19, -0.37], [0.07, -0.39, 0.19], [0.03, 0.29, -0.81], [-0.01, -0.01, 0.01], [-0.03, -0.01, 0.00], [0.01, 0.01, 0.01], [0.01, 0.00, 0.00], [0.00, 0.00, 0.01], [0.01, 0.01, -0.01], [0.00, 0.01, 0.00], [-0.01, -0.01, 0.04], [-0.01, 0.01, 0.00], [0.00, 0.00, 0.00], [0.00, 0.00, 0.00], [0.00, -0.01, -0.01], [0.00, -0.01, -0.05], [0.01, 0.00, 0.11], [-0.12, -0.09, -0.15], [0.22, -0.07, 0.04], [-0.04, 0.22, 0.25], [-0.07, -0.03, 0.03], [0.11, -0.03, -0.07], [0.01, 0.03, 0.13], [-0.02, 0.02, -0.04], [0.00, -0.58, -0.37], [0.21, 0.17, 0.22], [-0.24, 0.03, -0.50], [-0.02, 0.08, 0.12], [0.01, -0.05, -0.02], [-0.02, 0.00, 0.00], [0.01, -0.01, -0.02], [-0.01, 0.01, 0.04], [0.08, -0.31, 0.04], [0.00, 0.27, 0.07], [-0.09, -0.13, 0.09], [0.02, -0.02, -0.09], [0.00, 0.01, 0.01], [-0.02, -0.12, 0.04], [-0.04, 0.07, -0.01], [0.03, -0.02, 0.01], [0.03, 0.02, 0.02], [-0.01, -0.03, -0.01], [-0.01, -0.01, 0.00], [0.00, 0.00, 0.00], [0.00, 0.01, 0.00], [0.00, 0.02, -0.01], [-0.01, -0.04, 0.02], [-0.08, 0.03, -0.03], [0.04, -0.02, 0.02], [-0.01, 0.01, -0.01], [-0.01, 0.01, -0.01]], "lowdin_charge": [1.152, -0.011, -0.268, 0.122, -0.104, -0.159, -0.205, -0.061, -0.074, -0.019, -0.105, -0.334, -0.011, -0.067, -0.077, -0.140, -0.621, 1.045, -0.314, -0.175, 0.081, 0.062, 0.092, 0.110, 0.128, 0.117, 0.098, 0.139, 0.127, 0.108, 0.107, 0.095, 0.110, -0.301, -0.141, -0.005, -0.286, -0.237, 0.148, -0.223, 0.180, -0.263, -0.235, -0.599, -0.480, -0.122, -0.167, -0.402, 1.073, -0.362, -0.021, -0.004, -0.447, 1.148, -0.514, -0.118, -0.152, -0.396, 0.980, 0.126, 0.105, 0.066, 0.133, 0.141, 0.140, 0.112, 0.110, 0.070]}